A structure of composition C3OTl in a non-equilibrium geometry. Source: the Open Molecules 2025 dataset; level of theory: ωB97M-V with the def2-TZVPD basis set.

Values from the calculation:
- energy (Ha) = -360.91861
- multiplicity = 2
- gap between HOMO and LUMO (alpha / beta) (eV) = 8.06 / 8.00
- net charge = +2
- HOMO energy (alpha / beta) (eV) = -21.5 / -22.3
- M (g mol⁻¹) = 256.415
- F_max (eV Å⁻¹) = 5.6
- LUMO (alpha / beta) (eV) = -13.46 / -14.31

Cartesian coordinates (Å):
C: -0.7680 -0.9582 0.1473
C: -0.5844 0.8068 -0.0246
O: -1.7064 0.0027 -0.0854
C: 0.5288 0.0353 -0.0784
Tl: 2.5300 0.1135 0.0410

For each atom in turn, the Mulliken charge in e is: C 0.42; C 0.40; O 0.04; C 0.14; Tl 1.00

=====

A cluster of 8 separate species, C40H104N8O12 in total in a non-equilibrium geometry. Source: the Open Molecules 2025 dataset; level of theory: ωB97M-V with the def2-TZVPD basis set.

Values from the calculation:
- energy (Ha) = -2926.97643
- multiplicity = 1
- gap between HOMO and LUMO (eV) = 8.99
- structure (SMILES) = COC[C@H](C)N.COC[C@H](C)N.COC[C@H](C)N.COC[C@H](C)N.COCCNCCOC.COCCNCCOC.COCCNCCOC.COCCNCCOC
- HOMO energy (eV) = -8.4
- M (g mol⁻¹) = 889.316
- F_max (eV Å⁻¹) = 3.2
- LUMO (eV) = 0.54

Cartesian coordinates (Å):
C: -2.8606 -1.4204 -0.2597
O: -2.6742 -2.7590 -0.7284
C: -1.3507 -3.2398 -0.4882
C: -1.1736 -3.6520 1.0147
N: -2.2117 -4.6212 1.4036
C: -2.3163 -4.6564 2.9529
C: -3.3921 -5.5838 3.5416
O: -3.1397 -5.8242 4.9562
C: -2.0930 -6.7441 5.1946
H: -2.3680 -1.2008 0.6875
H: -3.9244 -1.2563 -0.0879
H: -2.5711 -0.7639 -1.0802
H: -0.4778 -2.6514 -0.7710
H: -1.2636 -4.1250 -1.1182
H: -1.1983 -2.8225 1.7214
H: -0.2012 -4.1039 1.2105
H: -3.0550 -4.4175 0.8865
H: -2.4946 -3.6576 3.3514
H: -1.3362 -4.9538 3.3257
H: -3.3906 -6.5155 2.9758
H: -4.3783 -5.1446 3.3920
H: -1.1542 -6.3352 4.8210
H: -2.3770 -7.6765 4.7067
H: -2.0382 -6.9438 6.2648
C: 4.5700 2.7756 -1.5305
O: 3.5196 1.7987 -1.5116
C: 3.9326 0.4033 -1.5351
C: 2.8294 -0.2816 -2.3346
N: 2.8869 -1.7423 -2.1799
C: 2.0507 -2.4680 -3.1054
C: 1.9825 -3.9805 -2.7253
O: 3.3118 -4.5259 -2.7725
C: 3.4748 -5.6393 -1.8479
H: 5.2172 2.6002 -2.3899
H: 5.1086 2.8526 -0.5860
H: 4.2915 3.8043 -1.7594
H: 4.1456 -0.1204 -0.6032
H: 4.8773 0.3251 -2.0732
H: 2.9071 0.1080 -3.3496
H: 1.9071 0.2018 -2.0126
H: 3.8265 -2.0501 -2.3862
H: 2.3758 -2.3603 -4.1402
H: 1.0422 -2.0808 -2.9595
H: 1.1614 -4.4324 -3.2818
H: 1.5196 -3.9493 -1.7390
H: 4.4583 -6.0854 -1.9958
H: 2.7145 -6.4199 -1.8743
H: 3.5509 -5.2095 -0.8491
C: -2.5239 1.0205 -4.7483
O: -1.2372 1.4838 -4.4076
C: -0.3075 1.5421 -5.4700
C: 1.0538 2.1181 -4.9629
N: 0.7811 3.5196 -4.6499
C: 2.0323 4.2540 -4.3438
C: 1.6883 5.6853 -3.9765
O: 2.8975 6.3760 -3.7001
C: 2.9859 7.0429 -2.4161
H: -3.1205 0.9095 -3.8428
H: -2.3904 0.0770 -5.2775
H: -3.0246 1.7428 -5.3931
H: -0.7721 2.1333 -6.2591
H: -0.1179 0.5089 -5.7611
H: 1.8050 2.0786 -5.7517
H: 1.2825 1.6231 -4.0191
H: 0.2741 3.4723 -3.7776
H: 2.7283 4.3011 -5.1814
H: 2.5744 3.7203 -3.5632
H: 0.8992 5.6282 -3.2267
H: 1.3335 6.1313 -4.9056
H: 2.8812 6.3442 -1.5861
H: 2.2664 7.8575 -2.3331
H: 4.0116 7.4027 -2.3346
C: 3.3388 -2.8947 1.4486
O: 2.7442 -3.9620 2.1544
C: 3.7108 -4.9064 2.6941
C: 2.9168 -6.1229 3.1805
N: 2.2466 -6.8772 2.0700
C: 1.3914 -7.9170 2.5615
C: 0.5801 -8.4329 1.2980
O: -0.2943 -7.4529 0.9196
C: -1.0516 -7.7306 -0.2709
H: 4.0584 -2.2581 1.9633
H: 2.5038 -2.2526 1.1681
H: 3.7660 -3.2823 0.5238
H: 4.3704 -4.5061 3.4640
H: 4.2751 -5.2892 1.8436
H: 2.2262 -5.7941 3.9571
H: 3.6124 -6.7920 3.6870
H: 1.6812 -6.2607 1.5040
H: 0.7204 -7.5963 3.3584
H: 2.0479 -8.7109 2.9176
H: -0.0137 -9.3276 1.4852
H: 1.3194 -8.7112 0.5469
H: -1.1621 -8.7869 -0.5163
H: -0.5017 -7.2936 -1.1044
H: -1.9697 -7.1482 -0.1937
C: 0.7700 3.4868 -0.8965
C: -0.2118 2.4801 -1.4336
C: -1.2183 1.9674 -0.3394
O: -0.5463 1.2647 0.7725
C: 0.4911 0.2831 0.4776
N: -1.0208 3.1304 -2.4129
H: 1.4112 2.9231 -0.2188
H: 0.2559 4.2288 -0.2855
H: 1.3365 3.9607 -1.6981
H: 0.4125 1.7004 -1.8700
H: -2.0599 1.3942 -0.7284
H: -1.7470 2.8120 0.1023
H: 1.3449 0.7775 0.0141
H: 0.1238 -0.4655 -0.2245
H: 0.8883 -0.1052 1.4155
H: -1.2243 2.6022 -3.2494
H: -1.9138 3.4148 -2.0364
C: 1.8787 4.7533 2.1016
C: 1.0603 5.5938 3.0787
C: -0.2812 6.0899 2.4513
O: -0.0117 6.8131 1.2593
C: -1.1881 7.0617 0.5297
N: 0.7876 4.8657 4.3107
H: 2.0171 5.2622 1.1477
H: 1.4459 3.7754 1.8908
H: 2.8322 4.5694 2.5967
H: 1.6151 6.4953 3.3387
H: -0.7917 6.7331 3.1682
H: -0.8869 5.1945 2.3126
H: -1.8279 7.7614 1.0674
H: -1.8255 6.1804 0.4575
H: -1.0866 7.5068 -0.4601
H: 1.6889 4.5948 4.6773
H: 0.3126 3.9798 4.2125
C: -0.1626 1.1595 5.7258
C: -0.1410 0.8420 4.2300
C: -0.9512 -0.4608 3.8264
O: -0.4664 -1.6805 4.4578
C: 0.8459 -2.1160 4.0211
N: -0.7694 2.0023 3.4768
H: 0.5379 1.9809 5.8768
H: 0.2014 0.2489 6.2016
H: -1.1062 1.3658 6.2309
H: 0.8761 0.6823 3.8723
H: -0.8263 -0.5180 2.7451
H: -2.0112 -0.4328 4.0785
H: 1.1819 -3.0254 4.5194
H: 1.7017 -1.4499 4.1308
H: 0.7555 -2.2918 2.9492
H: -0.8106 1.9055 2.4723
H: -1.7231 2.1526 3.7731
C: -6.2000 2.6330 -2.6207
C: -5.3801 3.0171 -1.4571
C: -4.6018 4.3053 -1.5835
O: -3.6555 4.3906 -2.6225
C: -3.1290 5.6845 -2.8669
N: -6.1983 3.1110 -0.2553
H: -6.7934 3.5018 -2.9057
H: -6.7524 1.7093 -2.4483
H: -5.4739 2.3970 -3.3986
H: -4.7020 2.1727 -1.3335
H: -4.0594 4.4953 -0.6573
H: -5.2326 5.1942 -1.5932
H: -3.8668 6.4265 -3.1721
H: -2.3463 5.6814 -3.6254
H: -2.6655 6.1262 -1.9847
H: -6.6124 4.0288 -0.3342
H: -7.0335 2.5529 -0.3600

Atom charges from the Mulliken analysis, given in e for atoms 1 to 99: C -0.01; O -0.53; C 0.43; C 1.16; N -0.18; C 0.13; C -0.64; O -0.41; C -0.49; H 0.02; H 0.40; H -0.10; H -0.49; H 0.34; H -1.27; H -0.16; H 0.39; H 0.16; H -0.07; H 0.34; H 0.35; H 0.10; H 0.28; H 0.30; C -0.94; O 0.06; C -0.86; C 0.16; N 0.20; C -0.81; C -0.27; O -0.42; C -0.46; H 0.49; H 0.29; H 0.08; H 0.22; H 0.64; H 0.34; H -0.51; H 0.32; H 0.45; H 0.36; H 0.43; H -0.08; H 0.34; H 0.29; H 0.02; C -0.80; O -0.37; C -1.04; C 0.12; N -0.47; C -0.26; C -0.56; O -0.42; C -0.43; H 0.14; H 0.36; H 0.27; H 0.41; H 0.41; H 0.68; H -0.32; H 0.20; H 0.63; H -0.17; H 0.29; H 0.37; H 0.03; H 0.29; H 0.29; C -0.74; O 0.15; C -0.75; C -0.63; N -0.31; C -0.45; C -0.89; O -0.08; C -0.89; H 0.44; H -0.22; H 0.35; H 0.39; H 0.34; H 0.24; H 0.47; H 0.18; H 0.17; H 0.39; H 0.56; H 0.38; H 0.42; H 0.24; H 0.20; C 0.22; C 2.23; C -1.18

=====

A cluster of 12 separate species, C40H104O44P8 in total in a non-equilibrium geometry. Source: the Open Molecules 2025 dataset; level of theory: ωB97M-V with the def2-TZVPD basis set.

Values from the calculation:
- energy (Ha) = -7628.52329
- multiplicity = 1
- gap between HOMO and LUMO (eV) = 10.43
- structure (SMILES) = COP(=O)(OC)OC.COP(=O)(OC)OC.COP(=O)(OC)OC.COP(=O)(OC)OC.COP(=O)(OC)OC.COP(=O)(OC)OC.COP(=O)(OC)OC.COP(=O)(OC)OC.CCOC(=O)OC.CCOC(=O)OC.CCOC(=O)OC.CCOC(=O)OC
- HOMO energy (eV) = -10.1
- M (g mol⁻¹) = 1537.020
- F_max (eV Å⁻¹) = 4.3
- LUMO (eV) = 0.34

Cartesian coordinates (Å):
C: -1.7753 2.8910 -0.7608
C: -3.1678 2.6525 -1.2867
O: -3.2392 3.2414 -2.6071
C: -4.2723 2.7377 -3.3429
O: -5.1149 1.8845 -3.0033
O: -4.2074 3.3683 -4.4881
C: -5.3637 3.3542 -5.3472
H: -1.0020 2.4967 -1.4201
H: -1.6146 2.4160 0.2070
H: -1.5767 3.9577 -0.6570
H: -3.8401 3.1130 -0.5629
H: -3.2837 1.5689 -1.2638
H: -5.3177 2.7343 -6.2426
H: -5.3043 4.3743 -5.7266
H: -6.2994 3.1731 -4.8181
C: 1.9653 -2.8594 0.8699
C: 1.7173 -4.1966 1.5588
O: 2.0155 -4.0588 3.0001
C: 1.6214 -4.9797 3.8526
O: 1.0029 -6.0311 3.6978
O: 2.0199 -4.5142 5.0924
C: 1.7761 -5.2636 6.2732
H: 2.0029 -3.1299 -0.1853
H: 2.9407 -2.4664 1.1568
H: 1.2281 -2.1059 1.1472
H: 2.3942 -4.9568 1.1689
H: 0.7427 -4.6336 1.3415
H: 0.7507 -5.6304 6.2293
H: 1.9338 -4.6596 7.1668
H: 2.4274 -6.1307 6.3830
C: 1.9320 3.1690 -2.9541
C: 2.8603 3.9022 -3.9484
O: 2.2718 3.7205 -5.2209
C: 2.8232 2.9714 -6.1064
O: 3.9230 2.3838 -6.0705
O: 2.0557 3.0602 -7.1989
C: 2.4126 2.4174 -8.4340
H: 0.9522 3.6458 -2.9810
H: 2.3750 3.2435 -1.9609
H: 1.8238 2.1201 -3.2301
H: 3.8861 3.5337 -3.9517
H: 2.7860 4.9467 -3.6460
H: 1.9695 1.4450 -8.6491
H: 3.4978 2.4245 -8.5358
H: 2.0042 3.0763 -9.2003
C: 1.8314 2.1714 0.9881
C: 2.0170 1.0799 -0.0049
O: 0.7576 0.3701 -0.1305
C: 0.4247 -0.3426 -1.2417
O: 1.1997 -0.8754 -1.9669
O: -0.8932 -0.4777 -1.1950
C: -1.5377 -1.2228 -2.3063
H: 1.4476 1.8383 1.9524
H: 1.1951 2.9202 0.5163
H: 2.7729 2.7135 1.0776
H: 2.8930 0.5604 0.3835
H: 2.1619 1.5381 -0.9832
H: -1.4908 -2.2803 -2.0460
H: -1.0191 -1.0651 -3.2519
H: -2.6063 -1.0208 -2.3798
C: -1.9955 -5.8325 4.1756
O: -1.9493 -4.8131 3.1871
P: -3.0773 -3.7233 3.0387
O: -3.0282 -2.6507 4.0672
O: -2.8987 -3.0752 1.5792
C: -1.6153 -2.6444 1.2600
O: -4.3824 -4.6266 2.8090
C: -5.6766 -4.0606 2.8546
H: -1.8314 -6.8712 3.8888
H: -2.9309 -5.7593 4.7303
H: -1.2268 -5.5049 4.8756
H: -0.8256 -2.9871 1.9286
H: -1.5052 -1.5600 1.2649
H: -1.3946 -2.9887 0.2496
H: -6.1480 -4.2521 1.8907
H: -5.7094 -2.9801 2.9945
H: -6.3260 -4.5904 3.5515
C: -4.1865 -5.1371 -0.4984
O: -4.2611 -4.0372 -1.3120
P: -5.1683 -4.3114 -2.6434
O: -6.6112 -4.4899 -2.3818
O: -4.8042 -3.1775 -3.7961
C: -5.3484 -1.8826 -3.6360
O: -4.4745 -5.5909 -3.3223
C: -3.0454 -5.5349 -3.6007
H: -4.2415 -6.1749 -0.8271
H: -4.8977 -5.0810 0.3257
H: -3.1708 -5.0651 -0.1093
H: -4.8674 -1.2413 -2.8974
H: -6.4094 -1.9740 -3.4035
H: -5.3336 -1.4294 -4.6272
H: -2.4615 -6.3956 -3.2746
H: -2.5129 -4.6620 -3.2233
H: -2.9698 -5.4763 -4.6865
C: -3.4691 4.8576 3.3500
O: -2.5055 5.8267 3.7403
P: -1.3968 6.5667 2.7795
O: -0.8469 7.7767 3.4843
O: -0.3766 5.3507 2.3870
C: 0.2950 4.5965 3.4200
O: -2.1443 6.9338 1.4082
C: -1.6239 7.8307 0.4591
H: -3.3623 4.4733 2.3356
H: -4.4957 5.1774 3.5287
H: -3.3638 4.0613 4.0868
H: 1.3645 4.7485 3.2744
H: -0.0893 3.5772 3.4572
H: 0.0258 4.9403 4.4188
H: -1.5357 7.4137 -0.5441
H: -0.7194 8.3579 0.7625
H: -2.3255 8.6581 0.3525
C: -8.1744 1.9466 1.4163
O: -7.3147 1.2851 2.3444
P: -5.7350 0.9776 2.0173
O: -4.9681 2.1746 1.5552
O: -5.1494 0.2687 3.3176
C: -5.2517 0.9857 4.5954
O: -5.8438 -0.2084 0.9411
C: -4.6984 -0.9041 0.4859
H: -8.5298 2.8365 1.9358
H: -9.0387 1.3573 1.1102
H: -7.6663 2.2532 0.5020
H: -4.2415 1.0346 5.0020
H: -5.9597 0.5967 5.3271
H: -5.4983 2.0112 4.3203
H: -4.9110 -1.9526 0.2772
H: -3.8728 -0.8153 1.1921
H: -4.3436 -0.5713 -0.4895
C: 4.5697 -0.0503 -3.2414
O: 5.9113 0.4807 -2.9811
P: 6.0546 1.7368 -1.9251
O: 4.8552 2.0100 -1.0593
O: 7.4136 1.3949 -1.1588
C: 8.6478 0.9296 -1.8650
O: 6.4329 2.9041 -2.9917
C: 6.8433 4.2167 -2.6228
H: 4.7710 -0.9623 -3.8033
H: 4.0796 0.7376 -3.8135
H: 4.0454 -0.1933 -2.2966
H: 8.5417 0.7712 -2.9382
H: 8.8858 -0.0551 -1.4628
H: 9.4734 1.5545 -1.5246
H: 7.7944 4.3851 -3.1279
H: 6.9656 4.3097 -1.5436
H: 6.1743 4.9968 -2.9861
C: 1.5781 -3.4966 -4.3352
O: 0.1753 -3.4805 -4.4801
P: -0.4765 -2.8570 -5.8378
O: -0.0899 -3.5107 -7.1177
O: -0.2486 -1.2906 -5.6921
C: 0.9711 -0.6506 -6.0540
O: -2.1081 -3.0428 -5.5552
C: -3.0894 -2.2216 -6.0908
H: 1.9749 -4.5108 -4.2899
H: 1.8303 -2.9064 -3.4542
H: 2.0525 -3.0629 -5.2156
H: 1.4819 -0.2570 -5.1752
H: 0.6914 0.2082 -6.6641
H: 1.6521 -1.3152 -6.5856
H: -2.7738 -1.7317 -7.0120
H: -3.2118 -1.4294 -5.3522
H: -3.9443 -2.8483 -6.3444
C: -0.0207 -1.7635 6.0132
O: 0.4871 -0.4703 5.8055
P: 1.0738 0.0046 4.3837
O: 1.5535 1.3803 4.2199
O: 2.2534 -1.0862 4.0208
C: 3.4181 -1.1197 4.8486
O: -0.1692 -0.3498 3.4115
C: -1.2780 0.5438 3.3955
H: 0.3055 -2.2695 6.9219
H: 0.0745 -2.4942 5.2100
H: -1.0909 -1.5823 6.1129
H: 3.6066 -2.1572 5.1246
H: 3.2424 -0.7327 5.8523
H: 4.2188 -0.6559 4.2725
H: -2.1997 -0.0192 3.5428
H: -1.2192 0.8683 2.3566
H: -1.2660 1.4202 4.0435
C: 6.2146 0.0721 1.6012
O: 6.1718 -0.2085 2.9740
P: 6.8977 0.7393 4.0419
O: 7.0698 0.0718 5.3259
O: 8.2487 1.2479 3.3871
C: 9.5762 0.6947 3.6453
O: 5.9561 2.1096 4.0976
C: 4.6606 2.1963 4.7172
H: 5.1763 0.1857 1.2896
H: 6.5623 -0.8220 1.0836
H: 6.7878 0.9427 1.2826
H: 10.1015 0.5354 2.7036
H: 9.4395 -0.2884 4.0957
H: 10.1994 1.3090 4.2952
H: 4.7976 3.0702 5.3542
H: 4.5466 1.3688 5.4174
H: 3.8435 2.3401 4.0102

Atom charges from the Mulliken analysis, given in e for atoms 1 to 99: C -0.45; C 0.46; O -0.39; C 0.81; O -0.62; O -0.30; C -0.70; H -0.17; H -0.05; H 0.56; H 0.32; H -0.27; H 0.26; H 0.29; H 0.32; C -0.09; C -0.69; O -0.13; C 0.85; O -0.65; O -0.19; C -0.74; H 0.27; H 0.27; H -0.32; H 0.54; H 0.25; H 0.27; H 0.26; H 0.30; C -0.40; C -0.60; O -0.31; C 0.92; O -0.66; O -0.34; C -0.71; H 0.40; H 0.17; H -0.11; H 0.31; H 0.38; H 0.26; H 0.32; H 0.28; C -1.31; C 1.95; O 0.49; C -0.48; O -0.37; O 0.95; C -0.47; H -0.23; H 0.24; H 0.67; H -0.61; H -0.97; H 0.30; H 0.06; H -0.50; C -0.71; O -0.20; P 0.37; O -0.76; O 0.73; C 0.52; O -0.33; C -0.58; H 0.27; H 0.39; H 0.06; H -0.21; H -0.22; H -0.15; H 0.20; H 0.18; H 0.30; C -0.45; O 0.56; P 0.38; O -0.76; O 0.04; C -0.73; O -0.46; C -0.28; H 0.52; H -0.14; H 0.13; H 0.11; H 0.51; H 0.31; H 0.35; H -0.13; H 0.31; C -0.39; O -0.44; P 0.73; O -0.75; O -0.02

=====

Q: Look up the multiplicity of the third one.
A: 1